[1]
Molecular formula: C17H17FN2O5S
Method: DFT, ωB97M-V/def2-TZVPD

Results
**Relative energy (zero: lowest compared OMol25 entry of this formula, charge and spin)**: 382.3 kcal per mole
**HOMO-LUMO gap**: 9.35 eV
**E_HOMO**: -9.06 eV
**Electronic energy**: -44659.23744 eV

```
! RIJCOSX wB97M-V def2-TZVPD def2/J DEFGRID3
* xyz 0 1
O -0.139 -1.995 -2.290
C -0.929 -1.815 -1.574
N -1.113 -2.459 -0.496
C -0.249 -3.583 -0.133
C 0.937 -3.181 0.481
O 1.706 -3.784 1.175
O 0.825 -1.800 0.808
C 2.015 -0.991 1.094
C 2.625 -0.058 0.127
C 2.494 -0.219 -1.155
C 3.015 0.907 -1.999
C 3.824 1.783 -1.644
C 4.189 1.611 -0.294
C 3.560 0.999 0.712
F 3.752 1.005 1.877
H 4.757 2.513 0.348
H 4.448 2.206 -2.172
H 2.849 0.567 -2.995
H 1.892 -0.821 -1.596
H 2.728 -1.721 1.672
H 1.639 -0.457 2.000
H -0.045 -3.919 -0.870
H -0.778 -4.206 0.567
H -1.907 -2.115 0.452
C -2.114 -0.530 -2.073
N -3.095 -0.582 -0.869
S -2.933 -0.050 0.627
O -4.215 0.682 1.029
O -2.275 -0.812 1.561
C -1.918 1.544 0.368
C -2.574 2.908 0.066
C -1.853 3.889 -0.306
C -0.414 3.836 -0.281
C 0.155 2.443 -0.143
C -0.614 1.384 0.187
H -0.089 0.687 0.379
H 1.275 2.490 -0.390
H 0.148 4.687 -0.269
H -2.315 4.917 -0.299
H -3.772 2.976 0.321
H -3.966 -0.343 -1.082
H -1.691 0.315 -1.690
H -2.646 -0.961 -2.779
*
```

[2]
Molecular formula: C17H17N3
Method: DFT, ωB97M-V/def2-TZVPD

Results
**Relative energy (zero: lowest compared OMol25 entry of this formula, charge and spin)**: 0.0 kcal per mole
**HOMO-LUMO gap**: 8.36 eV
**E_HOMO**: -7.70 eV
**Electronic energy**: -22376.47141 eV
**SMILES**: c1ccc2c(c1)CCC[C@H]2Nc1nc2ccccc2[nH]1

```
! RIJCOSX wB97M-V def2-TZVPD def2/J DEFGRID3
* xyz 0 1
C -2.032 -1.738 4.435
C -2.905 -1.152 3.535
C -2.410 -0.395 2.486
C -1.044 -0.221 2.337
C -0.162 -0.806 3.246
C -0.666 -1.559 4.295
C 1.295 -0.514 3.066
C 1.442 0.997 2.867
C 0.682 1.481 1.625
C -0.449 0.533 1.183
N 0.083 -0.453 0.239
C 0.254 -0.095 -1.058
N 0.250 1.128 -1.511
C 0.520 1.023 -2.855
C 0.633 2.007 -3.827
C 0.914 1.606 -5.120
C 1.082 0.265 -5.452
C 0.973 -0.733 -4.498
C 0.692 -0.336 -3.206
N 0.510 -1.035 -2.030
H -2.416 -2.330 5.253
H -3.971 -1.285 3.649
H -3.088 0.065 1.780
H 0.014 -2.007 5.006
H 1.683 -1.032 2.186
H 1.864 -0.843 3.937
H 1.046 1.492 3.757
H 2.497 1.261 2.783
H 0.255 2.464 1.821
H 1.354 1.582 0.774
H -1.215 1.125 0.664
H -0.197 -1.409 0.405
H 0.503 3.046 -3.571
H 1.007 2.352 -5.896
H 1.301 -0.004 -6.474
H 1.102 -1.774 -4.754
H 0.585 -2.030 -1.906
*
```

[3]
Molecular formula: C17H17N3O
Method: DFT, ωB97M-V/def2-TZVPD

Results
**Relative energy (zero: lowest compared OMol25 entry of this formula, charge and spin)**: 8.9 kcal per mole
**HOMO-LUMO gap**: 8.33 eV
**E_HOMO**: -7.88 eV
**Electronic energy**: -24423.81987 eV
**SMILES**: CCCCc1c(C)c(C#N)c2[nH]c3ccccc3n2c1=O

```
! RIJCOSX wB97M-V def2-TZVPD def2/J DEFGRID3
* xyz 0 1
C 3.975 0.768 -2.057
C 3.389 0.588 -3.452
C 2.004 -0.060 -3.421
C 0.913 0.895 -2.889
C 0.153 0.326 -1.723
C -0.789 -0.660 -1.875
C -1.136 -1.211 -3.223
C -1.469 -1.186 -0.739
C -2.443 -2.192 -0.821
N -3.247 -3.014 -0.839
C -1.144 -0.674 0.504
N -1.634 -0.999 1.733
C -1.008 -0.215 2.679
C -1.142 -0.152 4.054
C -0.347 0.764 4.724
C 0.547 1.586 4.047
C 0.687 1.528 2.670
C -0.103 0.617 1.996
N -0.211 0.307 0.643
C 0.492 0.880 -0.437
O 1.299 1.768 -0.221
H 4.135 -0.202 -1.588
H 4.931 1.284 -2.110
H 3.307 1.345 -1.424
H 3.322 1.556 -3.953
H 4.059 -0.042 -4.043
H 2.054 -0.950 -2.790
H 1.745 -0.386 -4.431
H 0.220 1.149 -3.693
H 1.379 1.820 -2.548
H -0.283 -1.736 -3.648
H -1.973 -1.902 -3.154
H -1.401 -0.405 -3.906
H -2.338 -1.698 1.898
H -1.836 -0.789 4.578
H -0.426 0.841 5.798
H 1.147 2.285 4.607
H 1.376 2.159 2.133
*
```

[4]
Molecular formula: C17H17N3O9S
Method: DFT, ωB97M-V/def2-TZVPD

Results
**Relative energy (zero: lowest compared OMol25 entry of this formula, charge and spin)**: 0.0 kcal per mole
**HOMO-LUMO gap**: 9.46 eV
**E_HOMO**: -10.13 eV
**Electronic energy**: -51636.78597 eV
**SMILES**: O=C(COC(=O)CCN1C(=O)c2cccc([N+](=O)[O-])c2C1=O)N[C@@H]1CCS(=O)(=O)C1

```
! RIJCOSX wB97M-V def2-TZVPD def2/J DEFGRID3
* xyz 0 1
O -5.098 -0.179 0.919
C -3.973 -0.617 1.009
C -3.704 -2.122 0.949
O -2.339 -2.501 0.835
C -1.723 -2.242 -0.329
O -2.229 -1.613 -1.220
C -0.361 -2.887 -0.356
C 0.493 -2.432 -1.542
N 1.433 -1.392 -1.188
C 1.362 -0.090 -1.647
O 0.528 0.342 -2.401
C 2.519 0.612 -1.036
C 2.930 1.922 -1.164
C 4.021 2.339 -0.407
C 4.686 1.458 0.427
C 4.288 0.124 0.513
N 5.073 -0.781 1.332
O 5.334 -1.861 0.867
O 5.445 -0.357 2.402
C 3.186 -0.295 -0.211
C 2.446 -1.588 -0.259
O 2.620 -2.599 0.365
N -2.883 0.149 1.203
C -2.945 1.591 1.079
C -3.045 2.006 -0.404
C -1.762 1.576 -1.089
S -0.521 1.621 0.245
O 0.508 2.596 0.014
O -0.069 0.284 0.574
C -1.643 2.163 1.589
H -4.277 -2.515 0.101
H -4.065 -2.586 1.870
H 0.144 -2.681 0.588
H -0.522 -3.966 -0.403
H 1.065 -3.278 -1.933
H -0.150 -2.024 -2.328
H 2.403 2.600 -1.814
H 4.352 3.364 -0.467
H 5.530 1.783 1.017
H -1.956 -0.257 1.165
H -3.829 1.938 1.626
H -3.915 1.528 -0.854
H -3.176 3.087 -0.459
H -1.427 2.243 -1.874
H -1.803 0.557 -1.463
H -1.311 1.734 2.528
H -1.640 3.247 1.631
*
```

[5]
Molecular formula: C17H17N5O2S
Method: DFT, ωB97M-V/def2-TZVPD

Results
**Relative energy (zero: lowest compared OMol25 entry of this formula, charge and spin)**: 29.1 kcal per mole
**HOMO-LUMO gap**: 8.66 eV
**E_HOMO**: -8.13 eV
**Electronic energy**: -40285.93119 eV
**SMILES**: NC(=O)c1c(-c2ccc3scnc3c2)nn2c1N[C@H]1C[C@@H](C2)[C@H](O)C1

```
! RIJCOSX wB97M-V def2-TZVPD def2/J DEFGRID3
* xyz 0 1
N 3.185 2.238 -0.645
C 2.906 1.331 0.309
O 3.791 0.938 1.050
C 1.540 0.999 0.575
C 0.444 0.976 -0.375
C 0.507 1.041 -1.851
C 1.516 0.383 -2.608
C 1.581 0.484 -3.990
C 0.627 1.242 -4.632
S 0.606 1.494 -6.316
C -0.927 2.392 -6.066
N -1.325 2.498 -4.819
C -0.408 1.876 -3.974
C -0.473 1.750 -2.579
N -0.695 0.791 0.276
N -0.381 0.687 1.604
C 0.990 0.788 1.777
N 1.754 0.682 2.927
C 1.357 -0.195 4.023
C 0.176 0.384 4.691
C -1.043 -0.195 3.930
C -1.426 0.598 2.667
C -0.611 -1.623 3.600
O -1.027 -2.447 4.647
C 0.880 -1.578 3.498
H 4.147 2.295 -0.929
H 2.442 2.326 -1.326
H 2.295 -0.240 -2.090
H 2.382 0.015 -4.551
H -1.475 2.845 -6.905
H -1.327 2.249 -2.075
H 2.753 0.746 2.716
H 2.202 -0.250 4.745
H 0.193 0.075 5.769
H 0.143 1.466 4.647
H -1.924 -0.184 4.591
H -2.369 0.200 2.273
H -1.669 1.593 3.011
H -1.051 -1.964 2.627
H -0.507 -2.307 5.461
H 1.166 -1.717 2.445
H 1.284 -2.458 4.100
*
```

[6]
Molecular formula: C17H18Br24F3O3P
Method: DFT, ωB97M-V/def2-TZVPD

Results
**Relative energy (zero: lowest compared OMol25 entry of this formula, charge and spin)**: 0.0 kcal per mole
**HOMO-LUMO gap**: 7.00 eV
**E_HOMO**: -8.09 eV
**Electronic energy**: -1722520.75761 eV

```
! RIJCOSX wB97M-V def2-TZVPD def2/J DEFGRID3
* xyz 0 1
C -5.022 -0.901 -0.198
C -4.699 -1.497 -1.578
P -2.916 -1.804 -1.758
C -2.420 -2.886 -3.146
C -3.493 -2.960 -4.256
C -2.039 -0.327 -1.439
C -0.782 -0.071 -1.004
C 0.381 -0.999 -0.910
F 0.551 -1.541 0.295
F 0.257 -1.998 -1.790
F 1.509 -0.357 -1.219
C -0.742 1.312 -0.474
O -0.109 1.740 0.438
O -1.910 1.952 -0.909
C -2.593 1.060 -1.696
O -3.295 1.375 -2.604
H -4.363 -1.337 0.562
H -6.044 -1.142 0.100
H -4.844 0.177 -0.176
H -5.046 -0.790 -2.340
H -5.257 -2.420 -1.753
H -1.482 -2.499 -3.550
H -2.246 -3.884 -2.742
H -3.013 -3.186 -5.212
H -4.036 -2.018 -4.355
H -4.226 -3.738 -4.030
C 1.992 1.751 4.080
Br 3.691 2.659 4.085
Br 0.534 2.999 4.003
Br 1.889 0.454 2.672
H 1.914 1.222 5.018
C -8.322 -3.397 -3.322
Br -7.378 -5.035 -3.686
Br -8.735 -3.275 -1.453
Br -7.305 -1.881 -3.918
H -9.248 -3.410 -3.879
C 7.517 3.133 5.363
Br 6.979 4.978 5.352
Br 9.327 2.930 4.746
Br 7.262 2.330 7.089
H 6.883 2.604 4.666
C 12.556 4.151 3.147
Br 11.530 3.795 1.563
Br 14.438 3.904 2.854
Br 12.163 5.897 3.851
H 12.253 3.436 3.898
C 11.029 9.145 5.917
Br 11.290 8.605 7.742
Br 9.180 9.039 5.405
Br 11.757 10.892 5.583
H 11.576 8.449 5.298
C -0.200 1.533 -5.903
Br -0.185 0.624 -4.207
Br -1.991 1.735 -6.569
Br 0.717 3.217 -5.801
H 0.339 0.913 -6.605
C -4.987 -8.090 -2.959
Br -4.052 -9.751 -3.188
Br -5.376 -7.737 -1.110
Br -4.031 -6.623 -3.760
H -5.932 -8.178 -3.476
C -6.279 -2.933 2.745
Br -4.563 -2.262 3.291
Br -7.563 -1.515 2.541
Br -6.150 -3.983 1.139
H -6.638 -3.583 3.529
*
```

Quick rundown of LUMO, same order as above: 0.287, 0.665, 0.445, -0.668, 0.529, -1.094 eV
Quick rundown of molar mass, same order as above: 380.40, 263.34, 279.34, 439.40, 355.42, 2275.99 g mol⁻¹